{"formula": "C4H5NO2", "method": "ωB97M-V/def2-TZVPD", "e_tot_ha": -360.62363, "lumo_energy_ev": 0.62, "homo_lumo_gap_ev": 10.5, "homo_energy_ev": -9.9233, "total_charge": 0, "e_above_lowest_kj_mol": 120.22, "symbols": ["O", "C", "C", "C", "N", "C", "O", "H", "H", "H", "H", "H"], "xyz": [[-2.3323, 0.5975, 0.8170], [-1.7678, -0.1492, 0.0536], [-0.3823, 0.1396, -0.4897], [0.5637, 0.8665, 0.4911], [1.7646, 0.0340, 0.5253], [1.5039, -0.9873, -0.1704], [0.2958, -1.0963, -0.7823], [-2.2407, -1.0790, -0.3196], [-0.5028, 0.6834, -1.4370], [0.8044, 1.8805, 0.1633], [0.1240, 0.9374, 1.4926], [2.1695, -1.8272, -0.3440]], "atomic_forces_ev_per_a": [[0.3, -0.5, -0.5], [-0.2, 0.4, 0.3], [0.0, 0.2, 0.0], [-0.2, 0.2, 0.1], [0.0, -0.4, -0.2], [0.3, 0.1, 0.2], [-0.1, 0.0, 0.0], [0.0, 0.1, 0.1], [0.0, 0.0, 0.1], [0.0, -0.2, 0.0], [0.1, 0.0, -0.2], [-0.1, 0.1, 0.1]]}